# 1
A structure of composition C30H14F4N10O2Pt, computed with wB97M-V/def2-TZVPD.

The geometry in ORCA input format:
```
! wB97M-V def2-TZVPD RIJCOSX def2/J DEFGRID3
* xyz 2 1
Pt 1.730 1.168 0.422
F 1.361 3.593 3.201
F -3.407 1.099 3.890
F 2.557 1.324 3.720
F -3.327 3.793 3.538
O 3.232 -0.015 0.543
O 3.237 4.317 1.227
N 5.281 0.812 1.405
N -3.077 -1.824 -3.800
N 1.360 0.736 3.362
N 0.445 2.970 0.387
N -3.199 -1.904 2.598
N 0.380 -0.005 -0.664
N 1.160 -1.446 2.098
N -2.368 6.523 1.471
N 3.355 2.044 1.075
N -1.943 -3.704 -3.407
C -0.986 3.652 3.076
C 0.243 2.904 3.339
C -5.327 -4.073 -5.674
C -1.158 -0.372 2.888
C -0.927 4.454 1.955
C -4.631 -5.267 -5.406
C -2.318 -1.186 2.763
C -3.476 -5.309 -4.670
C -2.044 -2.354 -3.197
C -0.131 3.803 0.939
C 0.701 -1.297 -0.881
C -4.859 -2.858 -5.219
C -3.687 -2.866 -4.457
C 1.264 0.028 2.159
C -0.042 -2.104 -1.707
C 0.094 -0.778 2.289
C -0.689 0.520 -1.302
C 5.937 -0.498 1.466
C 5.304 3.196 1.740
C -1.169 -1.573 -2.352
C -2.233 3.076 3.573
C 4.020 0.923 1.028
C -2.262 1.722 3.724
C -1.477 -0.223 -2.139
C -2.999 -4.064 -4.219
C 3.895 3.319 1.334
C -1.091 0.903 3.399
C -1.751 5.576 1.674
C 0.226 1.580 3.456
C 5.915 1.992 1.779
H -1.212 -4.316 -3.085
H 7.000 -0.341 1.620
H -6.237 -4.125 -6.253
H -0.899 1.562 -1.110
H 6.945 1.869 2.083
H -2.993 -6.248 -4.444
H -5.353 -1.923 -5.441
H 5.777 -1.031 0.530
H 1.570 -1.674 -0.358
H -2.333 0.224 -2.621
H 5.835 4.100 1.997
H 0.274 -3.128 -1.831
H -5.023 -6.194 -5.802
H 5.527 -1.081 2.290
*
```

As for the HOMO-LUMO gap (spin up / spin down): 3.77 / 3.76 eV. The HOMO energy (spin up / spin down) is -12.8 / -12.8 eV. The total energy comes out at -64424.682 eV. As for the molar mass: 817.58 Da.

---

# 2
A structure of composition C30H15AlCl7N3O4, computed with wB97M-V/def2-TZVPD.

The geometry in ORCA input format:
```
! wB97M-V def2-TZVPD RIJCOSX def2/J DEFGRID3
* xyz 0 1
Cl -5.474 -4.122 3.821
Cl 3.180 -4.083 1.456
Cl 1.678 0.899 2.515
Cl 4.646 1.722 3.161
Cl 6.153 -3.376 2.184
Cl 6.911 -0.449 2.974
Cl -2.445 -0.103 5.737
Al -0.036 -0.780 1.654
O 1.374 -1.816 1.653
O -0.903 -0.476 3.163
O -2.713 0.026 0.170
O 1.708 0.879 -0.604
N -0.394 0.232 0.117
N -1.334 -2.289 1.358
N -1.621 1.127 -1.536
C -3.831 -2.148 4.614
C -1.701 0.430 -0.367
C 4.282 0.111 2.691
C 0.180 -0.799 -4.812
C -2.741 -1.256 4.489
C 0.509 0.868 -0.715
C -0.273 1.570 -1.860
C -2.614 -4.009 0.344
C -2.209 -2.275 2.402
C -0.169 5.018 -0.257
C 3.624 -2.490 1.927
C -1.930 -1.288 3.387
C -0.205 5.324 -2.633
C -3.489 -4.029 1.399
C -0.210 3.945 -2.813
C 1.306 -0.280 -5.436
C -0.172 3.646 -0.438
C 1.399 1.466 -3.779
C -1.531 -3.122 0.363
C 2.621 -1.523 1.974
C 5.278 -0.860 2.616
C 0.251 0.973 -3.167
C 1.915 0.849 -4.911
C -0.175 5.865 -1.359
C 4.940 -2.163 2.246
C -0.176 3.091 -1.719
C 2.981 -0.235 2.382
C -3.299 -3.151 2.485
C -0.340 -0.178 -3.685
C -4.112 -3.061 3.643
H -4.330 -4.710 1.408
H -2.444 1.485 -1.987
H -0.173 2.997 0.433
H -0.224 5.974 -3.499
H -2.747 -4.666 -0.503
H 1.711 -0.759 -6.319
H -4.451 -2.091 5.498
H -0.292 -1.694 -5.197
H -0.164 6.939 -1.224
H 1.919 2.313 -3.353
H 2.805 1.252 -5.378
H -1.222 -0.585 -3.207
H -0.165 5.427 0.746
H -0.263 3.543 -3.816
H -0.801 -3.103 -0.440
*
```

As for the HOMO-LUMO gap: 7.78 eV. Its relative energy (zero: lowest compared OMol25 entry of this formula, charge and spin) is 0.0 kJ/mol. The HOMO energy is -8.5 eV. The total energy comes out at -138276.170 eV. As for the molar mass: 756.62 Da.

---

# 3
A structure of composition C30H18Cl5FeN3O2Te, computed with wB97M-V/def2-TZVPD.

The geometry in ORCA input format:
```
! wB97M-V def2-TZVPD RIJCOSX def2/J DEFGRID3
* xyz 1 2
Te -0.548 0.004 -1.979
Fe 0.597 -0.916 0.278
Cl 1.119 4.550 2.359
Cl -0.608 3.480 -2.640
Cl 0.175 5.578 -0.414
Cl 1.289 0.610 -3.574
Cl 1.302 1.563 2.971
O 2.305 -1.486 6.906
O 4.256 -1.430 6.068
N -1.075 -1.611 1.315
N 1.372 -1.384 1.981
N 2.606 -1.110 -0.232
C 0.731 3.416 1.127
C -4.365 2.384 -4.533
C 4.788 -1.052 0.758
C -2.322 -1.767 0.869
C -2.526 0.353 -4.098
C 2.948 -1.510 5.891
C 1.062 -1.615 4.315
C 0.123 1.629 -0.823
C -3.795 1.717 -5.611
C -4.009 2.047 -3.236
C 0.563 -1.557 3.028
C -2.870 0.708 -5.397
C 4.548 -0.928 -1.610
C 3.175 -1.024 -1.434
C -0.862 -1.669 2.645
C -1.890 -1.850 3.552
C 3.413 -1.128 0.852
C 0.527 1.086 0.390
C -1.533 -0.709 -3.771
C 0.820 2.042 1.368
C 0.314 3.892 -0.121
C -0.009 2.973 -1.109
C -2.614 0.640 -1.647
C 2.432 -1.483 4.487
C 2.692 -1.280 2.134
C 5.366 -0.936 -0.499
C 3.266 -1.318 3.394
C -3.185 -1.978 3.076
C -3.405 -1.949 1.710
C -3.094 1.027 -3.013
H 4.949 -0.846 -2.610
H -3.156 -0.222 -1.256
H 0.430 -1.746 5.181
H -0.820 -0.960 -4.549
H -4.430 2.589 -2.398
H 6.440 -0.862 -0.601
H -2.446 -1.770 -0.202
H -4.064 1.994 -6.621
H 2.514 -1.024 -2.287
H -2.411 0.201 -6.236
H -2.646 1.446 -0.918
H -1.686 -1.894 4.612
H -4.396 -2.068 1.296
H -5.079 3.177 -4.706
H -2.010 -1.613 -3.376
H -4.008 -2.113 3.765
H 4.334 -1.212 3.528
H 5.403 -1.084 1.645
*
```

As for the HOMO-LUMO gap (spin up / spin down): 6.72 / 5.51 eV. The HOMO energy (spin up / spin down) is -11.1 / -11.1 eV. Its expectation value of S² is 1.10. The total energy comes out at -144251.865 eV. As for the molar mass: 813.20 Da.

---

Please write out number 1 again, unchanged.
A structure of composition C30H14F4N10O2Pt, computed with wB97M-V/def2-TZVPD.

The geometry in ORCA input format:
```
! wB97M-V def2-TZVPD RIJCOSX def2/J DEFGRID3
* xyz 2 1
Pt 1.730 1.168 0.422
F 1.361 3.593 3.201
F -3.407 1.099 3.890
F 2.557 1.324 3.720
F -3.327 3.793 3.538
O 3.232 -0.015 0.543
O 3.237 4.317 1.227
N 5.281 0.812 1.405
N -3.077 -1.824 -3.800
N 1.360 0.736 3.362
N 0.445 2.970 0.387
N -3.199 -1.904 2.598
N 0.380 -0.005 -0.664
N 1.160 -1.446 2.098
N -2.368 6.523 1.471
N 3.355 2.044 1.075
N -1.943 -3.704 -3.407
C -0.986 3.652 3.076
C 0.243 2.904 3.339
C -5.327 -4.073 -5.674
C -1.158 -0.372 2.888
C -0.927 4.454 1.955
C -4.631 -5.267 -5.406
C -2.318 -1.186 2.763
C -3.476 -5.309 -4.670
C -2.044 -2.354 -3.197
C -0.131 3.803 0.939
C 0.701 -1.297 -0.881
C -4.859 -2.858 -5.219
C -3.687 -2.866 -4.457
C 1.264 0.028 2.159
C -0.042 -2.104 -1.707
C 0.094 -0.778 2.289
C -0.689 0.520 -1.302
C 5.937 -0.498 1.466
C 5.304 3.196 1.740
C -1.169 -1.573 -2.352
C -2.233 3.076 3.573
C 4.020 0.923 1.028
C -2.262 1.722 3.724
C -1.477 -0.223 -2.139
C -2.999 -4.064 -4.219
C 3.895 3.319 1.334
C -1.091 0.903 3.399
C -1.751 5.576 1.674
C 0.226 1.580 3.456
C 5.915 1.992 1.779
H -1.212 -4.316 -3.085
H 7.000 -0.341 1.620
H -6.237 -4.125 -6.253
H -0.899 1.562 -1.110
H 6.945 1.869 2.083
H -2.993 -6.248 -4.444
H -5.353 -1.923 -5.441
H 5.777 -1.031 0.530
H 1.570 -1.674 -0.358
H -2.333 0.224 -2.621
H 5.835 4.100 1.997
H 0.274 -3.128 -1.831
H -5.023 -6.194 -5.802
H 5.527 -1.081 2.290
*
```

As for the HOMO-LUMO gap (spin up / spin down): 3.77 / 3.76 eV. The HOMO energy (spin up / spin down) is -12.8 / -12.8 eV. The total energy comes out at -64424.682 eV. As for the molar mass: 817.58 Da.

---

- Among the records above, which one has the highest molar mass?
  C30H14F4N10O2Pt

---

Please write out number 1 again, unchanged.
A structure of composition C30H14F4N10O2Pt, computed with wB97M-V/def2-TZVPD.

The geometry in ORCA input format:
```
! wB97M-V def2-TZVPD RIJCOSX def2/J DEFGRID3
* xyz 2 1
Pt 1.730 1.168 0.422
F 1.361 3.593 3.201
F -3.407 1.099 3.890
F 2.557 1.324 3.720
F -3.327 3.793 3.538
O 3.232 -0.015 0.543
O 3.237 4.317 1.227
N 5.281 0.812 1.405
N -3.077 -1.824 -3.800
N 1.360 0.736 3.362
N 0.445 2.970 0.387
N -3.199 -1.904 2.598
N 0.380 -0.005 -0.664
N 1.160 -1.446 2.098
N -2.368 6.523 1.471
N 3.355 2.044 1.075
N -1.943 -3.704 -3.407
C -0.986 3.652 3.076
C 0.243 2.904 3.339
C -5.327 -4.073 -5.674
C -1.158 -0.372 2.888
C -0.927 4.454 1.955
C -4.631 -5.267 -5.406
C -2.318 -1.186 2.763
C -3.476 -5.309 -4.670
C -2.044 -2.354 -3.197
C -0.131 3.803 0.939
C 0.701 -1.297 -0.881
C -4.859 -2.858 -5.219
C -3.687 -2.866 -4.457
C 1.264 0.028 2.159
C -0.042 -2.104 -1.707
C 0.094 -0.778 2.289
C -0.689 0.520 -1.302
C 5.937 -0.498 1.466
C 5.304 3.196 1.740
C -1.169 -1.573 -2.352
C -2.233 3.076 3.573
C 4.020 0.923 1.028
C -2.262 1.722 3.724
C -1.477 -0.223 -2.139
C -2.999 -4.064 -4.219
C 3.895 3.319 1.334
C -1.091 0.903 3.399
C -1.751 5.576 1.674
C 0.226 1.580 3.456
C 5.915 1.992 1.779
H -1.212 -4.316 -3.085
H 7.000 -0.341 1.620
H -6.237 -4.125 -6.253
H -0.899 1.562 -1.110
H 6.945 1.869 2.083
H -2.993 -6.248 -4.444
H -5.353 -1.923 -5.441
H 5.777 -1.031 0.530
H 1.570 -1.674 -0.358
H -2.333 0.224 -2.621
H 5.835 4.100 1.997
H 0.274 -3.128 -1.831
H -5.023 -6.194 -5.802
H 5.527 -1.081 2.290
*
```

As for the HOMO-LUMO gap (spin up / spin down): 3.77 / 3.76 eV. The HOMO energy (spin up / spin down) is -12.8 / -12.8 eV. The total energy comes out at -64424.682 eV. As for the molar mass: 817.58 Da.

---

- What is the molar mass in the second record?
  756.62 Da